C26H34N4O5 in the gas phase, computed with ωB97M-V/def2-TZVPD.

Element x y z (Å)
C -1.319 -3.612 1.556
C -1.953 -2.699 0.514
H -2.498 -3.304 -0.210
H -1.174 -2.167 -0.033
C -2.912 -1.695 1.174
N -3.272 -0.582 0.321
C -2.479 0.488 0.105
O -2.761 1.382 -0.668
C -1.180 0.565 0.925
N -0.224 1.399 0.227
C 0.580 0.732 -0.660
O 0.495 -0.482 -0.789
N 1.495 1.465 -1.369
C 1.684 2.836 -1.255
O 2.557 3.395 -1.882
C 0.746 3.507 -0.357
C 0.813 4.895 -0.228
C -0.076 5.562 0.583
C -1.052 4.840 1.260
C -1.130 3.467 1.147
C -0.222 2.775 0.343
H -1.921 2.947 1.660
H -1.768 5.357 1.881
H -0.026 6.635 0.684
H 1.576 5.414 -0.787
C 2.367 0.745 -2.290
H 1.849 -0.174 -2.565
C 3.728 0.444 -1.653
H 3.594 0.260 -0.586
C 4.423 -0.761 -2.286
C 3.762 -2.100 -1.931
C 3.818 -2.321 -0.429
O 4.822 -2.680 0.151
N 2.649 -2.084 0.208
H 1.864 -1.688 -0.298
C 2.567 -2.066 1.651
C 2.159 -0.722 2.163
C 1.258 -0.350 3.117
C 1.307 1.066 3.182
C 2.228 1.448 2.259
O 2.747 0.375 1.639
H 2.587 2.412 1.957
H 0.740 1.705 3.827
H 0.647 -1.000 3.710
H 1.852 -2.814 2.009
H 3.569 -2.329 2.013
H 2.731 -2.135 -2.281
H 4.324 -2.903 -2.412
H 5.455 -0.791 -1.931
H 4.442 -0.645 -3.372
H 4.361 1.326 -1.756
H 2.494 1.372 -3.175
H -0.716 -0.413 1.036
H -1.381 0.980 1.914
C -4.514 -0.661 -0.430
C -4.411 -1.529 -1.685
C -5.678 -1.420 -2.524
H -6.546 -1.740 -1.952
H -5.601 -2.046 -3.410
H -5.835 -0.393 -2.843
H -3.552 -1.196 -2.269
H -4.251 -2.572 -1.405
H -5.298 -1.041 0.231
H -4.766 0.360 -0.728
H -3.836 -2.208 1.453
H -2.463 -1.312 2.096
H -2.082 -4.165 2.099
H -0.741 -3.032 2.274
H -0.653 -4.325 1.078

Computed properties:
SMILES: CCCN(CCC)C(=O)Cn1c(=O)n(CCCCC(=O)NCc2ccco2)c(=O)c2ccccc21
Highest occupied orbital energy, eV: -8.71
Gap between HOMO and LUMO, eV: 9.07

---

A molecular structure, C33H51GeMnN3O2P2, computed with ωB97M-V/def2-TZVPD.

Element x y z (Å)
Mn -0.001 1.866 1.257
C 2.928 3.650 -0.626
P 1.488 3.820 0.451
C 0.318 4.806 -0.538
C 2.006 4.988 1.758
C 0.902 5.189 2.804
P 0.010 3.641 3.217
C 1.364 2.566 3.867
C -0.831 4.052 4.781
H 3.238 4.635 -0.978
H 2.667 3.021 -1.476
H 3.753 3.182 -0.090
H 0.784 5.740 -0.858
H -0.578 5.048 0.037
H 0.031 4.234 -1.421
H 2.294 5.943 1.313
H 2.899 4.572 2.230
H 0.163 5.912 2.452
H 1.314 5.584 3.737
H 2.084 3.167 4.427
H 1.931 2.041 3.092
H 0.945 1.822 4.548
H -0.090 4.320 5.536
H -1.416 3.209 5.151
H -1.505 4.896 4.635
N -3.391 2.529 0.635
C -4.484 1.662 1.241
C -4.775 0.547 0.240
C -3.575 -0.389 0.084
N -2.458 0.361 -0.534
C -3.157 -0.968 1.432
C -2.939 0.047 2.556
N -1.565 0.687 2.561
C -4.050 1.097 2.589
H -3.774 3.155 -0.074
H -2.726 1.812 0.145
H -2.906 3.088 1.338
H -5.355 2.299 1.385
H -5.064 0.960 -0.730
H -5.635 -0.019 0.602
H -3.860 -1.223 -0.560
H -2.655 0.479 -1.529
H -1.631 -0.232 -0.548
H -2.274 -1.600 1.313
H -3.960 -1.634 1.758
H -3.003 -0.502 3.498
H -0.927 -0.097 2.715
H -1.522 1.217 3.430
H -3.808 1.898 3.295
H -4.939 0.605 2.990
O 1.197 -0.282 -1.831
C 0.951 0.177 -0.730
O 0.442 1.365 -0.554
C 1.259 -0.682 0.510
C 0.804 -2.144 0.391
Ge 1.242 -2.606 -1.520
C -0.626 -2.258 -2.209
C -1.042 -1.359 -3.196
C -2.368 -1.308 -3.620
C -3.315 -2.163 -3.067
C -2.926 -3.062 -2.083
C -1.603 -3.094 -1.658
C 3.164 -2.113 -1.421
C 3.918 -2.510 -0.316
C 5.277 -2.228 -0.221
C 5.913 -1.540 -1.241
C 5.183 -1.138 -2.353
C 3.829 -1.421 -2.437
C 1.482 -4.355 -2.388
C 0.556 -4.874 -3.298
C 0.780 -6.082 -3.944
C 1.930 -6.809 -3.684
C 2.865 -6.315 -2.785
C 2.644 -5.102 -2.154
H 0.841 -0.198 1.423
H 2.345 -0.662 0.628
H -0.268 -2.251 0.552
H 1.326 -2.762 1.118
H -0.320 -0.708 -3.669
H -2.654 -0.628 -4.414
H -4.337 -2.154 -3.425
H -3.646 -3.756 -1.667
H -1.316 -3.836 -0.917
H 3.456 -3.081 0.485
H 5.839 -2.557 0.644
H 6.974 -1.335 -1.181
H 5.676 -0.610 -3.159
H 3.284 -1.102 -3.318
H -0.350 -4.332 -3.531
H 0.054 -6.456 -4.654
H 2.102 -7.754 -4.183
H 3.770 -6.871 -2.584
H 3.401 -4.729 -1.477

Computed properties:
Multiplicity: 6
Highest occupied orbital energy (spin up / spin down), eV: -12.08 / -12.08
Gap between HOMO and LUMO (spin up / spin down), eV: 6.70 / 6.08
Charge: +2
⟨S²⟩: 8.756

---

13 unconnected molecules or ions with the total composition C15H56N24O13 at a distorted geometry, computed with ωB97M-V/def2-TZVPD.

Element x y z (Å)
C -12.858 -0.725 2.112
C -14.237 -0.872 2.765
C -15.284 -0.415 1.801
O -14.398 -2.245 3.050
H -12.485 0.291 1.985
H -12.669 -1.091 1.103
H -12.190 -1.205 2.827
H -14.196 -0.337 3.714
H -16.154 -0.097 2.376
H -15.677 -1.259 1.235
H -14.913 0.403 1.184
H -15.296 -2.390 3.357
C -11.908 -4.286 -5.024
O -12.212 -3.148 -4.800
N -12.691 -5.247 -4.834
N -10.736 -4.639 -5.199
H -12.334 -6.173 -5.020
H -13.565 -5.076 -4.357
H -10.635 -5.625 -5.389
H -10.115 -3.893 -5.480
C -16.166 -11.348 -10.352
O -15.899 -11.703 -11.509
N -15.237 -10.857 -9.566
N -17.256 -11.170 -9.709
H -15.357 -10.342 -8.706
H -14.359 -10.944 -10.058
H -17.228 -10.771 -8.782
H -18.152 -11.103 -10.170
C -17.909 -16.956 -4.933
O -18.446 -15.879 -5.078
N -18.540 -18.003 -4.692
N -16.628 -17.162 -5.167
H -18.074 -18.859 -4.957
H -19.543 -17.900 -4.650
H -16.193 -16.287 -5.421
H -16.181 -17.999 -4.821
C -20.950 -0.806 -2.804
O -20.032 -1.371 -3.331
N -21.723 0.064 -3.353
N -21.418 -1.156 -1.658
H -22.211 0.702 -2.741
H -21.510 0.388 -4.285
H -20.836 -1.776 -1.112
H -22.144 -0.602 -1.227
C -19.304 -15.615 2.673
O -19.012 -16.464 3.493
N -19.984 -14.531 2.941
N -18.956 -15.647 1.481
H -19.959 -14.116 3.862
H -20.031 -13.845 2.202
H -19.117 -14.853 0.877
H -18.335 -16.428 1.324
C -11.875 -12.168 -3.622
O -12.312 -11.194 -4.193
N -10.717 -12.639 -3.935
N -12.449 -12.792 -2.658
H -10.320 -11.888 -4.481
H -10.311 -13.283 -3.270
H -13.320 -12.378 -2.358
H -12.241 -13.715 -2.304
C -18.246 -8.863 -2.203
O -17.792 -9.564 -1.330
N -18.297 -7.537 -2.191
N -18.688 -9.353 -3.352
H -18.914 -7.143 -2.886
H -18.199 -7.123 -1.275
H -19.458 -8.797 -3.696
H -18.730 -10.348 -3.519
C -18.959 -6.661 5.109
O -19.265 -5.888 4.213
N -18.832 -6.219 6.300
N -18.754 -7.920 4.962
H -19.182 -5.275 6.217
H -18.888 -6.812 7.116
H -18.728 -8.322 4.036
H -18.485 -8.467 5.768
C -25.258 -8.929 -0.872
O -24.796 -9.926 -0.380
N -26.385 -8.808 -1.474
N -24.661 -7.764 -0.820
H -26.681 -7.844 -1.545
H -27.113 -9.496 -1.600
H -23.839 -7.612 -0.255
H -25.199 -6.934 -1.024
C -12.570 -8.408 3.227
O -12.211 -9.600 3.171
N -13.002 -7.676 2.213
N -12.409 -7.580 4.181
H -13.229 -8.036 1.297
H -13.184 -6.734 2.529
H -11.850 -7.835 4.983
H -12.863 -6.678 4.148
C -23.865 -13.000 -9.475
O -24.634 -12.257 -10.071
N -23.335 -12.575 -8.413
N -23.441 -14.187 -9.939
H -22.966 -13.318 -7.837
H -23.521 -11.661 -8.027
H -22.789 -14.720 -9.381
H -23.692 -14.581 -10.834
C -23.649 -5.569 -7.316
O -22.711 -6.108 -6.819
N -24.194 -5.945 -8.411
N -24.335 -4.534 -6.899
H -23.899 -6.776 -8.903
H -25.071 -5.499 -8.640
H -23.936 -4.246 -6.017
H -25.066 -4.082 -7.429

Computed properties:
Highest occupied orbital energy, eV: -9.28
Gap between HOMO and LUMO, eV: 9.35

---

A molecular structure, C12H14BrN3OS at a distorted geometry, computed with ωB97M-V/def2-TZVPD.

Element x y z (Å)
C -0.183 0.869 -7.328
H -0.244 1.118 -8.305
H -1.061 0.036 -7.055
H -0.603 1.826 -6.810
C 1.025 0.675 -6.885
C 1.173 0.211 -5.486
N 0.244 0.177 -4.723
C 0.413 -0.208 -3.491
N 1.750 -0.396 -3.504
N 2.189 -0.114 -4.679
H 3.121 -0.421 -5.057
S -0.590 -0.456 -2.181
C 0.775 -0.646 -0.830
C 0.249 -0.991 0.553
C -0.510 -1.981 0.968
C -0.825 -2.085 2.210
C -0.811 -0.825 3.142
C -0.162 0.205 2.588
C 0.192 0.142 1.443
H 0.885 1.045 1.003
Br -0.251 1.724 3.690
O -1.280 -1.021 4.247
C -2.070 -2.119 4.877
H -1.268 -2.962 4.924
H -2.690 -1.776 5.827
H -2.994 -2.275 4.358
H -1.400 -2.801 2.606
H -0.544 -3.051 0.391
H 1.738 -0.103 -0.993
H 1.289 -1.807 -1.105
H 1.368 -0.520 -7.439
H 1.749 1.310 -7.119

Computed properties:
Highest occupied orbital energy, eV: -7.79
Gap between HOMO and LUMO, eV: 8.38

---

A molecular structure, C38H46FeN3O4STe, computed with ωB97M-V/def2-TZVPD.

Element x y z (Å)
Fe -1.404 -0.443 -0.859
C 0.748 -2.330 4.358
C -0.583 -1.718 3.914
C -1.653 -2.063 4.958
C -0.503 -0.210 3.706
C 0.114 0.535 4.709
C 0.232 1.910 4.628
C -0.298 2.565 3.531
C -0.936 1.872 2.510
C -1.551 2.649 1.371
C -0.492 3.406 0.570
C -2.639 3.608 1.858
C -1.032 0.473 2.585
N -1.634 -0.239 1.506
C -2.685 -0.937 1.787
C -3.293 -1.814 0.860
C -4.385 -2.651 1.066
C -4.571 -3.327 -0.138
C -3.590 -2.860 -1.026
N -2.801 -1.944 -0.420
C -3.437 -3.275 -2.472
C -2.028 -3.820 -2.719
C -3.707 -2.073 -3.384
C -4.447 -4.373 -2.813
H 0.644 -3.413 4.443
H 1.057 -1.954 5.335
H 1.547 -2.130 3.643
H -0.860 -2.191 2.970
H -1.390 -1.629 5.925
H -1.732 -3.144 5.081
H -2.635 -1.680 4.686
H 0.518 0.021 5.571
H 0.724 2.465 5.417
H -0.231 3.644 3.467
H -2.034 1.948 0.692
H -0.049 4.213 1.161
H -0.938 3.838 -0.327
H 0.316 2.743 0.261
H -2.220 4.430 2.446
H -3.373 3.090 2.477
H -3.158 4.034 0.998
H -3.135 -0.883 2.779
H -4.954 -2.744 1.978
H -5.329 -4.059 -0.355
H -1.263 -3.070 -2.529
H -1.928 -4.144 -3.758
H -1.833 -4.678 -2.070
H -2.976 -1.285 -3.221
H -4.703 -1.667 -3.195
H -3.649 -2.377 -4.432
H -4.314 -5.249 -2.175
H -4.305 -4.684 -3.850
H -5.473 -4.020 -2.704
C 4.814 3.423 -2.583
C 3.681 2.455 -2.785
C 2.704 2.281 -1.811
C 1.670 1.378 -1.998
C 1.596 0.632 -3.162
C 2.551 0.809 -4.154
C 3.585 1.711 -3.958
S 0.285 -0.568 -3.371
O 0.369 -0.956 -4.761
O 0.542 -1.633 -2.391
N -1.045 0.073 -2.897
C -1.534 1.361 -3.324
C -2.422 1.937 -2.203
O -3.008 2.993 -2.385
O -2.456 1.239 -1.123
H 4.717 3.948 -1.633
H 4.843 4.165 -3.383
H 5.772 2.901 -2.578
H 2.753 2.857 -0.895
H 0.913 1.255 -1.230
H 2.469 0.233 -5.064
H 4.332 1.844 -4.733
H -2.138 1.303 -4.235
H -0.727 2.081 -3.511
C 3.098 -1.365 -0.515
Te 1.372 -1.357 0.740
C 2.386 0.157 1.858
C 3.689 0.419 1.151
C 4.555 1.407 1.619
C 5.744 1.675 0.964
C 6.082 0.951 -0.173
C 5.230 -0.034 -0.638
C 4.030 -0.310 0.015
H 2.768 -1.143 -1.527
H 3.557 -2.352 -0.508
H 2.542 -0.170 2.886
H 1.759 1.048 1.887
H 4.282 1.974 2.501
H 6.405 2.448 1.335
H 7.007 1.157 -0.696
H 5.483 -0.593 -1.532

Computed properties:
Multiplicity: 5
Highest occupied orbital energy (spin up / spin down), eV: -4.94 / -4.92
Gap between HOMO and LUMO (spin up / spin down), eV: 7.14 / 7.12
Charge: -1
⟨S²⟩: 6.009